i) Molecular formula: C6H10N2
Method: DFT, ωB97M-V/def2-TZVPD

- E_LUMO (eV) = 0.952
- orbital gap (eV) = 9.12
- SMILES = C1CN2[C@H]3[C@H]1NC[C@H]32
- HOMO energy (eV) = -8.17

The geometry in ORCA input format:
```
! RIJCOSX wB97M-V def2-TZVPD def2/J DEFGRID3
* xyz 0 1
C -1.648 1.062 -0.186
C -1.798 -0.311 0.608
N -0.673 -1.217 0.105
C 0.020 -0.454 -0.849
C 0.004 0.901 -0.240
N 1.434 1.105 -0.186
C 1.830 -0.088 0.581
C 0.892 -1.152 -0.149
H -2.097 2.044 0.363
H -2.259 0.740 -1.087
H -2.855 -0.665 0.323
H -1.803 -0.512 1.761
H -0.139 -0.748 -1.851
H 0.076 0.508 0.851
H 1.861 1.917 0.443
H 1.816 -0.084 1.642
H 2.967 -0.072 0.292
H 1.303 -2.092 -0.762
*
```

Here are the natural (NBO) charges for atoms 1 to 4, given in e: atom 1 (C): -0.412, atom 2 (C): -0.232, atom 3 (N): -0.456, atom 4 (C): -0.191

ii) Molecular formula: C6H10N2
Method: DFT, ωB97M-V/def2-TZVPD

- E_LUMO (eV) = 0.793
- orbital gap (eV) = 8.41
- HOMO energy (eV) = -7.62

The geometry in ORCA input format:
```
! RIJCOSX wB97M-V def2-TZVPD def2/J DEFGRID3
* xyz 0 1
C -1.758 -1.103 -0.166
C -0.506 -0.501 0.551
C 0.860 -0.652 -0.321
C 2.371 -0.217 -0.214
C 1.347 0.650 0.477
C -0.757 0.858 0.188
H -2.313 -0.694 -1.110
H -2.535 -1.095 0.722
H -1.563 -2.300 -0.487
H -0.499 -1.152 1.747
H 0.552 -0.648 -1.370
H 2.824 -0.268 -1.269
H 2.922 -0.920 0.463
H 1.376 0.293 1.588
H 0.839 2.660 -0.249
H -1.843 2.253 -0.277
N 0.541 1.524 -0.123
N -1.859 1.312 -0.150
*
```

Here are the natural (NBO) charges for atoms 1 to 4, given in e: atom 1 (C): -0.633, atom 2 (C): -0.292, atom 3 (C): -0.292, atom 4 (C): -0.393

Stability ranking, top entry: ii); the second entry is 35.4 kJ/mol less favorable.

i) Molecular formula: C6H10N2
Method: DFT, ωB97M-V/def2-TZVPD

- E_LUMO (eV) = 0.977
- orbital gap (eV) = 9.48
- HOMO energy (eV) = -8.51

The geometry in ORCA input format:
```
! RIJCOSX wB97M-V def2-TZVPD def2/J DEFGRID3
* xyz 0 1
C 0.181 1.618 0.304
C -0.624 0.399 0.296
C -0.575 -0.341 1.690
C -0.017 -0.858 0.470
C 1.323 -0.860 -0.365
C 0.428 -0.706 -1.740
H -0.063 2.432 1.425
H 0.091 2.090 -0.824
H 1.120 0.875 0.785
H -0.126 0.422 2.447
H -1.148 -1.042 2.216
H -0.657 -1.768 0.220
H 2.125 -0.031 -0.006
H 1.845 -1.784 -0.544
H 0.894 -1.086 -2.715
H -2.428 0.799 -1.033
N -0.818 -0.286 -1.795
N -1.549 0.129 -0.832
*
```

Here are the natural (NBO) charges for atoms 1 to 4, given in e: atom 1 (C): -0.648, atom 2 (C): 0.029, atom 3 (C): -0.416, atom 4 (C): -0.266

ii) Molecular formula: C6H10N2
Method: DFT, ωB97M-V/def2-TZVPD

- E_LUMO (eV) = 0.938
- orbital gap (eV) = 8.77
- SMILES = C[C@@]12CCC=NN1C2
- HOMO energy (eV) = -7.83

The geometry in ORCA input format:
```
! RIJCOSX wB97M-V def2-TZVPD def2/J DEFGRID3
* xyz 0 1
C -1.139 0.523 1.285
C -0.710 -0.158 -0.192
C -0.150 0.952 -0.993
C 1.449 0.650 -0.341
C 1.921 -0.535 0.473
N 1.252 -1.700 0.200
N 0.016 -1.340 -0.256
C -1.405 -1.393 -0.594
H -2.153 1.081 1.022
H -0.254 1.130 1.764
H -1.219 -0.397 1.865
H -0.059 1.038 -2.063
H -0.578 1.897 -0.729
H 2.095 0.825 -1.145
H 1.718 1.674 0.174
H 3.147 -0.819 0.719
H -1.656 -1.912 -1.453
H -2.275 -1.516 0.265
*
```

Here are the natural (NBO) charges for atoms 1 to 4, given in e: atom 1 (C): -0.651, atom 2 (C): 0.105, atom 3 (C): -0.376, atom 4 (C): -0.490

Stability ranking, top entry: ii); the second entry is 92.4 kJ/mol less favorable.

i) Molecular formula: C6H10N2
Method: DFT, ωB97M-V/def2-TZVPD

- E_LUMO (eV) = 1.005
- orbital gap (eV) = 8.87
- SMILES = CCc1c[nH]c(N)c1
- HOMO energy (eV) = -7.86

The geometry in ORCA input format:
```
! RIJCOSX wB97M-V def2-TZVPD def2/J DEFGRID3
* xyz 0 1
C 0.171 0.210 2.813
C -1.071 0.486 1.914
C -0.650 0.118 0.536
C -1.082 -0.936 -0.245
N -0.339 -0.876 -1.383
C 0.659 0.013 -1.362
N 1.600 0.109 -2.486
C 0.402 0.755 -0.131
H 1.043 1.025 2.800
H 0.682 -0.766 2.433
H -0.299 0.039 3.848
H -1.953 -0.076 2.325
H -1.303 1.531 2.056
H -2.015 -1.562 -0.278
H -0.556 -1.377 -2.302
H 2.498 -0.033 -2.057
H 1.553 0.991 -2.998
H 0.955 1.712 0.094
*
```

Here are the natural (NBO) charges for atoms 1 to 4, given in e: atom 1 (C): -0.607, atom 2 (C): -0.421, atom 3 (C): -0.098, atom 4 (C): -0.111

ii) Molecular formula: C6H10N2
Method: DFT, ωB97M-V/def2-TZVPD

- E_LUMO (eV) = 0.608
- orbital gap (eV) = 10.05
- SMILES = C/C(C#N)=C(\C)CN
- HOMO energy (eV) = -9.44

The geometry in ORCA input format:
```
! RIJCOSX wB97M-V def2-TZVPD def2/J DEFGRID3
* xyz 0 1
C -1.756 1.725 0.241
C -1.236 0.329 0.138
C -2.216 -0.693 0.021
N -3.133 -1.380 -0.116
C 0.053 -0.041 -0.079
C 1.150 0.952 -0.209
C 0.624 -1.536 -0.104
N 2.072 -1.935 0.322
H -0.959 2.493 0.432
H -2.236 1.922 -0.625
H -2.580 1.709 0.944
H 0.719 1.798 -0.831
H 1.509 1.286 0.682
H 2.025 0.563 -0.792
H 0.794 -1.727 -1.164
H 0.000 -2.364 0.251
H 2.529 -1.640 1.203
H 2.640 -1.461 -0.314
*
```

Here are the natural (NBO) charges for atoms 1 to 4, given in e: atom 1 (C): -0.621, atom 2 (C): -0.158, atom 3 (C): 0.264, atom 4 (N): -0.319

iii) Molecular formula: C6H10N2
Method: DFT, ωB97M-V/def2-TZVPD

- E_LUMO (eV) = 1.094
- orbital gap (eV) = 9.12
- SMILES = C1N[C@@H]2[C@@H]3NC[C@@H]1[C@H]23
- HOMO energy (eV) = -8.03

The geometry in ORCA input format:
```
! RIJCOSX wB97M-V def2-TZVPD def2/J DEFGRID3
* xyz 0 1
C 1.705 -0.265 0.659
N 1.736 -0.413 -0.833
C 0.307 -0.750 -1.219
C -1.147 -0.030 -0.963
N -1.465 1.245 -0.280
C -0.928 1.157 1.147
C 0.267 0.282 0.676
C -0.454 -0.897 0.018
H 1.770 -1.265 1.166
H 2.476 0.441 1.000
H 2.388 -1.069 -1.192
H 0.247 -1.535 -2.013
H -1.889 -0.372 -1.675
H -2.465 1.426 -0.332
H -1.595 0.683 1.888
H -0.601 2.152 1.510
H 0.452 0.971 -0.120
H -0.805 -1.761 0.566
*
```

Here are the natural (NBO) charges for atoms 1 to 4, given in e: atom 1 (C): -0.203, atom 2 (N): -0.648, atom 3 (C): -0.048, atom 4 (C): -0.034

iv) Molecular formula: C6H10N2
Method: DFT, ωB97M-V/def2-TZVPD

- E_LUMO (eV) = 0.402
- orbital gap (eV) = 8.01
- SMILES = C/C=C\N.C#CN=C
- HOMO energy (eV) = -7.61

The geometry in ORCA input format:
```
! RIJCOSX wB97M-V def2-TZVPD def2/J DEFGRID3
* xyz 0 1
C -1.756 -0.024 1.045
C -1.273 0.214 -0.359
C -0.488 1.268 -0.726
N 0.149 2.139 0.133
H -2.694 0.502 1.240
H -1.020 0.291 1.786
H -1.939 -1.089 1.188
H -1.935 -0.169 -1.126
H -0.364 1.514 -1.772
H 0.214 1.838 1.090
H 0.992 2.558 -0.208
C 0.150 -2.713 -0.396
C 0.592 -1.580 -0.578
N 1.511 -0.661 -0.902
C 2.538 -0.346 -0.240
H -0.651 -3.393 -0.271
H 2.867 -0.866 0.660
H 3.106 0.516 -0.565
*
```

Here are the natural (NBO) charges for atoms 1 to 4, given in e: atom 1 (C): -0.641, atom 2 (C): -0.304, atom 3 (C): 0.030, atom 4 (N): -0.815

Stability ranking, top entry: i); the second entry is 79.9 kJ/mol less favorable.

i) Molecular formula: C4H16NO3
Method: DFT, ωB97M-V/def2-TZVPD

- E_LUMO (eV) = -4.710
- orbital gap (eV) = 9.54
- HOMO energy (eV) = -14.25

The geometry in ORCA input format:
```
! RIJCOSX wB97M-V def2-TZVPD def2/J DEFGRID3
* xyz 1 1
C -1.656 -1.478 -0.576
C -1.907 0.028 -0.644
C -0.719 0.801 -0.080
C -1.341 0.185 2.154
N -0.638 0.903 1.388
H -1.688 -1.851 -1.612
H -2.531 -2.041 -0.187
H -0.855 -2.146 -0.266
H -2.810 0.292 -0.092
H -2.069 0.394 -1.653
H -0.630 1.810 -0.480
H 0.271 0.334 -0.310
H -2.006 -0.614 1.827
H -1.410 0.284 3.225
H 0.073 1.510 1.796
H 1.297 -1.672 -0.237
H 2.165 -2.081 -1.468
O 1.271 -1.965 -1.141
H 3.703 -0.547 0.657
H 3.735 0.579 -0.242
O 3.309 -0.286 -0.190
H 1.277 1.931 -1.089
H 1.484 3.283 -0.462
O 1.675 2.347 -0.318
*
```

Here are the natural (NBO) charges for atoms 1 to 4, given in e: atom 1 (C): -0.718, atom 2 (C): -0.430, atom 3 (C): -0.237, atom 4 (C): 0.107

ii) Molecular formula: C4H16NO3
Method: DFT, ωB97M-V/def2-TZVPD

- E_LUMO (eV) = -2.709
- orbital gap (eV) = 11.59
- HOMO energy (eV) = -14.30

The geometry in ORCA input format:
```
! RIJCOSX wB97M-V def2-TZVPD def2/J DEFGRID3
* xyz 1 1
C 0.145 -0.262 2.178
C -0.244 -0.539 0.766
C 0.197 -1.872 0.111
C 1.697 -2.116 0.152
O -0.143 -1.735 -1.273
N 0.198 0.587 -0.208
H 0.280 -1.213 2.717
H 1.138 0.150 2.344
H -0.626 0.278 2.735
H -1.331 -0.628 0.719
H -0.403 -2.670 0.570
H 2.390 -1.281 0.136
H 1.869 -2.536 1.151
H 1.989 -2.829 -0.605
H -0.942 -2.246 -1.499
H -0.273 1.480 -0.027
H 1.206 0.562 -0.065
H 0.060 0.442 -1.208
H -0.033 4.226 0.540
H 0.696 3.377 1.440
O 0.164 3.291 0.642
H -1.901 1.216 -3.031
H -2.351 2.194 -2.114
O -1.767 1.420 -2.097
*
```

Here are the natural (NBO) charges for atoms 1 to 4, given in e: atom 1 (C): -0.667, atom 2 (C): -0.054, atom 3 (C): 0.087, atom 4 (C): -0.655

Stability ranking, top entry: ii); the second entry is 187.5 kJ/mol less favorable.